The following is a quantum chemistry calculation of a 13-piece molecular cluster, C35H47BBr2Cl48 overall at a distorted geometry, from OMol25.

The HOMO energy is -0.374 Ha. The calculation puts the max |F| at 0.022 hartree/bohr. The value obtained for the total energy is -778891.499 eV. Its lowest unoccupied orbital energy is 0.0 eV.

Positions of all 133 atoms, in Å:
C: 6.6257 -2.1564 1.6455
C: 5.7743 -1.9229 0.4008
C: 6.1891 -0.6771 -0.3652
C: 5.0245 0.0361 -1.0143
C: 4.0248 0.5674 -0.0224
C: 4.3828 1.9480 0.5316
C: 3.3350 3.0123 0.2401
C: 2.5152 3.3714 1.4492
C: 1.5667 2.2928 1.9186
C: 0.3781 2.1300 0.9873
C: -0.9239 2.7447 1.4673
C: -1.3825 2.3837 2.8723
C: -2.5465 1.3904 2.9187
C: -2.5635 0.6123 4.2165
C: -3.3816 -0.6675 4.1664
C: -2.7702 -1.6829 3.2422
C: -1.5168 -2.3206 3.8183
C: -0.4204 -2.5189 2.7987
C: 0.0156 -1.2113 2.1896
C: 1.0659 -1.2843 1.0981
B: 0.7007 -2.0721 -0.1917
C: -0.5499 -1.7577 -1.1224
Br: -2.1763 -2.5002 -0.3552
C: -0.4633 -2.3340 -2.5340
C: 0.0153 -3.7543 -2.6487
Br: 0.5763 -1.1275 -3.6408
H: 7.5937 -1.7058 1.5045
H: 6.7745 -3.2113 1.8155
H: 6.1630 -1.7528 2.5303
H: 5.9028 -2.7910 -0.2217
H: 4.7342 -1.8777 0.6782
H: 6.9186 -0.9620 -1.1054
H: 6.6695 0.0133 0.3185
H: 5.3926 0.8371 -1.6414
H: 4.5337 -0.6565 -1.6837
H: 3.0692 0.6125 -0.5146
H: 3.9172 -0.1254 0.7986
H: 4.5158 1.8973 1.6005
H: 5.3265 2.2608 0.1223
H: 2.7258 2.7338 -0.6050
H: 3.8578 3.9095 -0.0578
H: 3.2186 3.5408 2.2532
H: 2.0002 4.3107 1.3254
H: 2.1200 1.3646 1.9431
H: 1.2872 2.5118 2.9366
H: 0.6301 2.6480 0.0735
H: 0.2318 1.1068 0.6934
H: -1.6906 2.3910 0.7952
H: -0.8942 3.8114 1.3230
H: -0.5827 2.0099 3.4912
H: -1.7327 3.2875 3.3454
H: -2.5020 0.7277 2.0687
H: -3.4660 1.9518 2.8913
H: -1.5553 0.3616 4.5207
H: -2.9815 1.2492 4.9800
H: -4.3899 -0.4289 3.8448
H: -3.4666 -1.0699 5.1629
H: -3.4993 -2.4567 3.0555
H: -2.5684 -1.2162 2.2955
H: -1.1254 -1.7701 4.6588
H: -1.7829 -3.3006 4.1796
H: 0.4259 -2.9278 3.3348
H: -0.7185 -3.2732 2.0810
H: -0.8204 -0.6371 1.8296
H: 0.4378 -0.6305 3.0008
H: 1.2444 -0.2672 0.7618
H: 2.0082 -1.6473 1.4802
H: 1.4451 -2.9376 -0.5308
H: -0.6607 -0.6946 -1.2353
H: -1.4555 -2.3123 -2.9349
H: 1.0722 -3.8001 -2.7958
H: -0.2620 -4.3061 -1.7675
H: -0.4772 -4.2253 -3.4876
C: 0.1741 -5.3024 -7.1373
Cl: 1.0019 -5.0291 -8.6706
Cl: 0.5630 -3.9998 -6.0150
Cl: -1.5696 -5.3418 -7.4088
Cl: 0.6964 -6.8439 -6.4530
C: 0.8077 6.7507 3.8187
Cl: -0.3728 7.5820 2.8056
Cl: 0.9619 7.5634 5.3744
Cl: 0.2574 5.0909 4.0640
Cl: 2.3676 6.7320 2.9979
C: 9.6117 1.5656 -0.1157
Cl: 10.1260 0.0537 0.6334
Cl: 9.1698 1.2694 -1.7978
Cl: 8.2157 2.2099 0.7504
Cl: 10.9328 2.7324 -0.0509
C: -5.9712 1.2337 -0.3140
Cl: -5.3658 2.6896 0.4694
Cl: -6.6236 1.6463 -1.8997
Cl: -4.6741 0.0471 -0.5432
Cl: -7.2381 0.5156 0.6815
C: 3.0987 -5.9746 1.1901
Cl: 3.3699 -7.5571 1.9183
Cl: 2.8032 -6.1703 -0.5369
Cl: 1.7010 -5.2037 1.9501
Cl: 4.5098 -4.9485 1.4267
C: -6.1175 -1.1847 -5.3327
Cl: -5.5355 -1.0131 -3.6803
Cl: -6.5142 0.4082 -5.9835
Cl: -4.8724 -1.9319 -6.3315
Cl: -7.5655 -2.1987 -5.3467
C: -6.2947 -2.5969 -10.5090
Cl: -6.9497 -2.5454 -8.8750
Cl: -4.5580 -2.9100 -10.4297
Cl: -7.0816 -3.8829 -11.4259
Cl: -6.5751 -1.0484 -11.3068
C: -1.8111 6.0692 -1.4198
Cl: -0.8556 4.6424 -1.8275
Cl: -1.5743 7.3207 -2.6347
Cl: -3.5220 5.6275 -1.3489
Cl: -1.2934 6.6818 0.1559
C: -2.3554 -6.4679 4.9633
Cl: -3.7439 -6.2755 3.8936
Cl: -2.3712 -8.0922 5.6581
Cl: -0.8695 -6.2426 4.0419
Cl: -2.4372 -5.2723 6.2573
C: -4.7048 10.4909 -3.2725
Cl: -6.1131 10.2982 -4.3171
Cl: -4.3849 8.9830 -2.4162
Cl: -3.2859 10.8931 -4.2375
Cl: -5.0023 11.7856 -2.1093
C: 0.6649 10.7577 -2.3820
Cl: 0.6844 9.8674 -3.9086
Cl: 1.2406 12.4026 -2.6543
Cl: -0.9821 10.8014 -1.7631
Cl: 1.7137 9.9475 -1.2176
C: -3.3135 -12.3377 3.8892
Cl: -4.9695 -12.3966 3.2843
Cl: -3.0031 -10.7462 4.5949
Cl: -3.0899 -13.5863 5.1169
Cl: -2.1901 -12.6135 2.5576

Cartesian forces, eV/Å:
-0.27 -0.13 -0.30
0.51 -0.08 0.30
-0.30 0.08 0.35
0.18 -0.45 -0.31
0.19 0.34 0.19
-0.48 -0.33 -0.19
0.49 0.54 0.01
0.10 -0.11 0.50
0.13 -0.09 -0.43
-0.03 0.56 0.14
-0.17 -0.42 -0.01
-0.54 0.09 -0.17
0.55 0.21 0.49
-0.29 -0.29 0.04
-0.11 0.57 -0.15
-0.21 -0.28 0.41
-0.21 -0.41 -0.51
0.26 0.00 0.32
0.39 0.19 0.07
-0.16 -0.50 -0.45
-0.03 -0.23 0.21
0.99 -0.28 -0.44
-0.07 0.03 0.27
-0.48 -0.15 0.38
-0.29 -0.01 -0.26
0.27 0.13 -0.13
0.49 0.16 0.12
0.12 -0.42 0.18
-0.07 0.34 0.40
-0.18 -0.36 -0.55
-0.45 -0.09 0.05
0.44 0.04 -0.34
0.21 0.18 0.19
0.09 0.38 -0.23
-0.24 -0.35 -0.32
-0.61 0.10 -0.14
-0.15 -0.32 0.24
0.17 -0.05 0.51
0.53 0.11 -0.24
-0.33 -0.18 -0.37
0.13 0.45 -0.24
0.34 0.26 0.37
-0.41 0.38 -0.24
0.27 -0.46 0.21
-0.30 -0.03 0.36
0.06 0.09 -0.56
-0.27 -0.39 0.08
-0.46 0.03 -0.46
0.15 0.58 0.11
0.47 -0.18 0.14
-0.04 0.39 0.39
-0.07 -0.20 -0.41
-0.53 0.11 -0.48
0.42 -0.01 0.10
0.00 0.32 0.49
-0.34 0.08 -0.12
-0.06 -0.28 0.50
-0.28 -0.37 -0.24
0.00 0.07 -0.44
0.11 0.37 0.37
-0.08 -0.37 0.45
0.46 -0.30 0.07
-0.14 -0.07 -0.45
-0.44 0.15 -0.23
0.06 0.39 0.35
0.28 0.16 -0.15
0.35 -0.17 0.29
0.00 -0.08 -0.21
-0.52 0.57 0.28
-0.51 0.39 -0.47
0.73 -0.19 0.05
-0.04 -0.27 0.48
0.02 -0.15 -0.22
0.01 0.01 0.00
0.03 0.00 -0.05
0.04 0.09 -0.10
-0.08 0.00 -0.01
0.01 -0.05 0.02
0.02 -0.18 -0.03
0.03 0.35 0.37
-0.03 0.05 -0.01
0.03 -0.03 0.06
0.09 0.07 0.00
-0.01 0.02 -0.02
0.00 -0.06 0.03
-0.02 -0.01 -0.06
0.03 0.11 0.07
0.04 0.04 0.00
-0.06 -0.14 -0.18
0.16 -0.01 0.02
-0.14 0.21 0.03
0.12 0.11 0.21
-0.04 -0.02 0.05
-0.03 0.00 0.00
0.02 -0.03 0.05
-0.07 0.02 -0.10
-0.07 0.04 -0.03
0.08 0.01 0.05
0.03 -0.01 -0.01
0.07 -0.13 -0.02
-0.02 0.05 -0.03
0.20 0.00 0.11
-0.06 -0.04 -0.01
0.00 0.01 0.00
-0.18 -0.04 -0.07
0.07 -0.01 0.01
-0.02 -0.04 -0.02
-0.01 0.05 -0.03
0.01 0.03 0.03
0.02 -0.04 -0.02
0.22 -0.14 -0.08
-0.04 -0.01 0.01
-0.07 -0.19 -0.30
-0.02 0.02 -0.02
-0.05 0.02 -0.04
0.11 0.35 0.25
0.09 0.00 -0.04
-0.01 0.00 0.06
0.04 -0.04 0.04
-0.01 0.00 -0.02
-0.25 0.05 0.08
-0.06 0.07 -0.28
-0.02 0.03 0.05
-0.01 -0.04 0.02
0.02 -0.02 -0.09
0.02 0.04 -0.01
0.01 0.05 0.21
0.03 -0.04 0.03
0.01 0.00 0.06
-0.05 0.00 -0.01
-0.10 -0.35 -0.24
0.01 -0.02 0.03
0.04 -0.01 -0.04

Mulliken population analysis, charges in e, atoms 1 to 5:
1 C -1.38
2 C 0.52
3 C -0.24
4 C -1.79
5 C 0.93

---

The following is a quantum chemistry calculation of one molecule with the formula C2H3BrN2O2S at a distorted geometry, from OMol25.

The HOMO energy is -0.358 Ha. The calculation puts the max |F| at 0.101 hartree/bohr. The value obtained for the total energy is -90071.232 eV. Its lowest unoccupied orbital energy is -0.4 eV.

Positions of all 11 atoms, in Å:
C: -1.0039 -0.9656 -1.3859
C: 1.6434 0.5371 1.0594
N: -0.2766 -1.4351 -0.4434
N: -1.8126 -0.3845 -2.1110
O: -0.8768 -0.7145 1.7565
O: -0.9958 1.0494 -0.1996
S: -0.4367 -0.0989 0.5334
Br: 1.1818 1.6571 2.4883
H: 2.3520 -0.2333 1.2718
H: 1.8831 1.1931 0.2563
H: -1.6579 -0.6047 -3.2260

Cartesian forces, eV/Å:
-0.78 -0.58 -1.17
-3.43 0.04 -0.96
-1.72 1.26 -2.76
1.81 -3.07 -3.28
-0.81 1.19 -0.31
0.63 -1.52 2.30
4.23 1.90 2.31
0.29 0.28 0.86
-0.04 -0.64 0.19
0.28 0.05 -0.78
-0.46 1.10 3.59

Mulliken population analysis, charges in e, atoms 1 to 5:
1 C 0.63
2 C -0.60
3 N -0.42
4 N -0.47
5 O -0.52

---

The following is a quantum chemistry calculation of a 2-piece molecular cluster, C27H20F2O overall at a distorted geometry, from OMol25.

The HOMO energy is -0.224 Ha. The calculation puts the max |F| at 0.027 hartree/bohr. The value obtained for the total energy is -35802.683 eV. Its lowest unoccupied orbital energy is -3.1 eV.

Positions of all 50 atoms, in Å:
F: -3.4926 5.2689 0.8191
C: -3.2686 3.9116 0.7669
C: -4.3670 3.0584 0.7415
C: -4.1101 1.6777 0.7005
C: -2.8104 1.1931 0.6714
C: -1.6758 2.0664 0.6862
C: -0.3824 1.4831 0.6381
C: 0.8963 2.1043 0.6973
C: 2.0356 1.2494 0.7693
C: 3.3337 1.7209 0.6987
C: 3.5896 3.1004 0.6795
C: 2.4871 3.9510 0.6909
F: 2.7122 5.3082 0.7348
C: 1.1734 3.5061 0.6736
C: -1.9573 3.4666 0.7559
H: -5.3737 3.4642 0.7531
H: -4.9506 0.9809 0.6920
H: -2.6175 0.1178 0.6352
H: -0.3668 0.3938 0.5897
H: 1.8498 0.1805 0.8831
H: 4.1637 1.0134 0.6656
H: 4.5968 3.5039 0.6578
H: 0.3787 4.2358 0.6402
H: -1.1603 4.1917 0.8070
C: -4.0426 -3.2575 0.8100
C: -2.9165 -3.1878 1.6438
C: -1.6654 -2.8857 1.1230
C: -1.4878 -2.6338 -0.2721
C: -0.2695 -2.2304 -0.8767
C: 0.9647 -2.0650 -0.1769
C: 2.2627 -2.0385 -0.9578
C: 3.4645 -1.9113 -0.2401
C: 4.6686 -1.6453 -0.8905
C: 4.7116 -1.5650 -2.2906
C: 3.5405 -1.7961 -3.0240
C: 2.3297 -2.0329 -2.3622
O: 1.0174 -1.8405 1.0578
C: -2.6423 -2.7525 -1.1032
C: -3.8863 -3.0605 -0.5720
H: -5.0276 -3.4493 1.2374
H: -3.0137 -3.3636 2.7150
H: -0.7986 -2.7857 1.7736
H: -0.2774 -2.0857 -1.9535
H: 3.4518 -1.9946 0.8488
H: 5.5719 -1.4995 -0.2981
H: 5.6495 -1.3491 -2.8011
H: 3.5571 -1.7926 -4.1121
H: 1.4170 -2.2106 -2.9235
H: -2.5112 -2.5686 -2.1708
H: -4.7517 -3.1459 -1.2316

Cartesian forces, eV/Å:
0.19 -1.17 -0.04
0.30 0.59 0.09
0.46 -0.46 -0.04
-0.17 0.29 0.00
0.56 -0.01 -0.06
-1.31 0.47 -0.05
0.11 -0.17 0.26
1.17 0.47 -0.01
-0.52 -0.38 -0.18
0.24 0.49 0.08
-0.45 -0.47 -0.08
-0.35 0.56 0.15
-0.21 -1.11 -0.14
0.31 -0.18 -0.01
-0.28 -0.33 -0.03
0.16 -0.08 0.02
0.32 0.19 -0.01
-0.16 0.25 0.01
0.07 0.06 0.08
0.10 0.14 -0.10
-0.28 0.21 0.10
-0.17 -0.03 0.01
0.63 0.02 -0.08
-0.60 0.00 0.01
0.22 0.06 -0.03
-0.09 0.03 -0.36
0.15 0.20 -0.21
-1.02 0.22 0.30
0.86 0.03 0.08
-0.37 0.35 -0.05
0.35 0.24 -0.15
0.03 0.22 -0.02
-0.20 -0.13 -0.37
-0.34 -0.14 0.24
-0.10 -0.06 0.38
0.23 0.09 0.34
0.23 -0.25 -0.34
0.15 0.04 0.37
0.02 0.02 0.15
0.27 -0.04 -0.18
-0.03 0.06 -0.24
-0.29 -0.10 -0.17
0.00 -0.28 0.18
-0.18 0.12 -0.33
-0.15 -0.09 -0.19
-0.23 -0.06 0.10
0.05 0.05 0.21
0.28 0.10 -0.08
-0.17 -0.11 0.22
0.23 0.06 0.17

Mulliken population analysis, charges in e, atoms 1 to 5:
1 F -0.32
2 C 0.15
3 C -0.47
4 C -0.61
5 C -0.24

---

The following is a quantum chemistry calculation of C5H10O as an isolated structure, from OMol25.

The HOMO energy (spin up / spin down) is -0.281 / -0.281 Ha. The calculation puts the max |F| at 0.008 hartree/bohr. The value obtained for the total energy is -7388.073 eV. Its lowest unoccupied orbital energy (spin up / spin down) is -0.2 / -0.2 eV.

Positions of all 16 atoms, in Å:
C: -1.2435 0.4152 -0.8273
C: -0.5190 -0.2760 0.2826
C: -0.4968 -1.7735 0.2153
O: 0.7449 -1.4807 -0.4201
C: 1.0029 -0.1718 0.4034
C: 1.5670 1.0124 -0.0880
H: -1.0104 1.4829 -0.8551
H: -2.3223 0.2791 -0.6981
H: -0.9574 -0.0330 -1.7888
H: -0.5149 1.2204 1.3424
H: -1.2076 -2.2640 -0.4552
H: -0.3766 -2.3123 1.1603
H: 1.3738 -0.5001 1.3764
H: 1.2955 1.3824 -1.0716
H: 2.4860 1.3925 0.3415
H: 0.1784 1.6262 1.0823

Cartesian forces, eV/Å:
0.03 0.06 0.10
-0.04 0.11 -0.23
-0.17 -0.16 0.14
0.03 -0.14 -0.20
0.03 0.34 0.25
0.14 -0.13 -0.15
-0.02 -0.18 0.01
0.14 -0.01 -0.01
-0.03 0.04 0.09
0.09 0.07 -0.01
0.17 0.12 0.07
-0.03 0.05 -0.08
-0.04 0.05 -0.12
0.00 -0.03 0.14
-0.11 -0.07 -0.04
-0.19 -0.13 0.04

Mulliken population analysis, charges in e, atoms 1 to 5:
1 C -1.42
2 C 0.62
3 C -0.46
4 O -0.32
5 C 0.03

---

The following is a quantum chemistry calculation of a 2-piece molecular cluster, CHO4PS overall at a distorted geometry, from OMol25.

The HOMO energy is -0.004 Ha. The calculation puts the max |F| at 0.040 hartree/bohr. The value obtained for the total energy is -29367.230 eV. Its lowest unoccupied orbital energy is 5.6 eV. As for the net charge: -2.

Positions of all 8 atoms, in Å:
C: 2.0412 0.9401 -0.5081
O: -1.8019 -0.3083 1.1607
O: -1.7306 0.9632 -1.0205
O: -0.3433 -1.3827 -0.7635
O: 0.3778 0.7337 0.4972
P: -0.9698 0.1292 -0.0361
S: 3.0927 0.9048 0.7522
H: -0.6660 -1.9801 -0.0818

Cartesian forces, eV/Å:
-0.69 -0.27 1.93
0.35 -0.62 -0.34
0.49 -0.26 -0.79
-1.09 1.41 0.46
1.32 0.39 -0.95
0.11 -0.59 0.74
-0.52 0.10 -1.08
0.03 -0.17 0.02

Mulliken population analysis, charges in e, atoms 1 to 5:
1 C -0.17
2 O -0.83
3 O -0.78
4 O -0.61
5 O -0.37

---

The following is a quantum chemistry calculation of one molecule with the formula C5H11N at a distorted geometry, from OMol25.

The HOMO energy is -0.329 Ha. The SMILES is C[C@@H]1CCNC1. The calculation puts the max |F| at 0.069 hartree/bohr. The value obtained for the total energy is -6851.899 eV. Its lowest unoccupied orbital energy is 1.1 eV.

Positions of all 17 atoms, in Å:
C: -1.8852 -0.0651 -0.5514
C: -0.7018 -0.0005 0.5398
C: 0.2169 1.1268 0.2080
C: 1.5897 0.5445 -0.2019
C: 0.2848 -1.1039 0.4687
H: -1.3528 -0.6565 -1.5126
H: -2.2193 1.0040 -0.8288
H: -2.8447 -0.6395 -0.0118
H: -1.1956 0.0633 1.5550
H: 0.3419 1.8250 1.0516
H: -0.2782 1.6618 -0.5965
H: 1.9447 1.0789 -1.1048
H: 2.3477 0.5877 0.5461
H: 1.9076 -1.4625 -0.6195
H: 0.8513 -1.2159 1.4927
H: -0.2223 -1.9990 0.1538
N: 1.2152 -0.7492 -0.5885

Cartesian forces, eV/Å:
0.18 -1.66 0.33
-2.26 0.35 0.26
0.68 2.34 0.76
-0.35 2.09 -2.13
0.43 -2.17 1.07
-2.03 1.61 2.39
0.50 -1.84 0.29
2.53 1.26 -1.97
0.73 0.05 -1.01
-0.08 -0.08 -0.32
0.58 0.44 -0.24
0.19 0.06 0.59
0.54 0.15 1.02
0.94 -0.17 -0.25
-1.11 -0.02 -1.52
0.00 -0.96 0.47
-1.47 -1.45 0.26

Mulliken population analysis, charges in e, atoms 1 to 5:
1 C -1.17
2 C 0.41
3 C -0.69
4 C -0.66
5 C -0.93